[1]
Entry from the OMol25 dataset: 11 unconnected molecules or ions with the total composition C28H40N16OS in a non-equilibrium geometry (ωB97M-V/def2-TZVPD).

XYZ file:
```
86
Properties=species:S:1:pos:R:3:forces:R:3
C -3.60246 -1.06490 1.07618 -0.012 0.028 0.106
N -4.12358 -1.99782 1.87549 -0.089 -0.049 -0.206
N -4.73036 -3.00875 1.30307 0.130 0.105 -0.069
C -4.75323 -3.04433 -0.03558 -0.022 -0.097 -0.102
C -5.47960 -4.18533 -0.68805 -0.264 0.254 0.038
C -6.98169 -3.83564 -0.87730 0.136 0.173 0.505
C -7.91609 -4.96856 -0.45176 -0.169 0.188 -0.520
C -9.38043 -4.51552 -0.51014 0.148 0.126 -0.255
S -9.87560 -3.75038 1.07079 -0.124 0.052 0.043
C -10.80818 -2.41285 0.45853 -0.514 0.137 -0.066
N -12.09775 -2.26511 0.39194 0.786 0.081 -0.012
N -12.32498 -1.01280 -0.17403 1.019 0.242 -0.117
C -11.14692 -0.51302 -0.40813 -0.869 -0.363 0.178
O -10.13673 -1.32370 -0.03498 -0.394 0.016 -0.041
N -4.21918 -2.11108 -0.82850 -0.009 0.080 0.167
N -3.64015 -1.08006 -0.25331 -0.010 -0.222 0.029
H -3.10399 -0.22415 1.54639 -0.062 -0.095 -0.125
H -5.40389 -5.06003 -0.04022 0.129 0.027 -0.099
H -5.01180 -4.38901 -1.65185 0.007 -0.113 0.124
H -7.17677 -3.53899 -1.91140 0.000 -0.071 0.025
H -7.22250 -2.96113 -0.25746 0.016 -0.061 -0.097
H -7.78862 -5.80689 -1.14199 0.038 -0.053 0.317
H -7.65307 -5.28851 0.55961 -0.018 -0.149 -0.081
H -9.49089 -3.74953 -1.28325 -0.017 -0.101 0.050
H -10.07130 -5.32264 -0.75391 0.067 -0.027 0.179
H -10.91979 0.44422 -0.85347 0.041 -0.133 0.072
C -0.95044 0.81952 -1.73804 0.005 -0.021 -0.178
C -0.17155 0.77474 -2.97150 -0.115 -0.008 0.189
N 0.43852 0.73742 -3.94092 0.120 -0.014 -0.188
H -0.35129 0.46547 -0.90380 -0.004 0.028 0.035
H -1.26250 1.84017 -1.53354 0.000 0.014 0.027
H -1.83571 0.19203 -1.82592 -0.014 0.004 0.053
C -0.04274 3.52758 1.69396 0.044 0.091 -0.022
C -0.99033 2.44743 1.47181 0.143 0.135 -0.033
N -1.72545 1.59583 1.25364 -0.129 -0.119 0.086
H -0.57750 4.46211 1.85918 -0.030 -0.033 0.034
H 0.57805 3.30024 2.55897 0.027 -0.021 -0.033
H 0.59458 3.63726 0.81431 -0.046 -0.069 0.110
C -7.59138 -6.45638 -4.82184 -0.003 0.005 0.002
C -7.12124 -7.02097 -3.56243 -0.033 0.041 -0.201
N -6.75099 -7.46454 -2.57286 0.076 -0.079 0.139
H -7.45468 -5.37638 -4.81679 -0.001 -0.003 -0.010
H -7.02742 -6.88196 -5.64946 -0.004 0.006 -0.005
H -8.64748 -6.68226 -4.95640 0.002 0.003 -0.008
C 2.27472 -0.81140 0.20051 -0.039 0.032 0.028
C 2.48637 0.30778 1.11187 -0.049 -0.205 -0.203
N 2.65492 1.18628 1.82770 0.026 0.279 0.185
H 2.67835 -0.58220 -0.78322 -0.003 -0.009 -0.003
H 2.77319 -1.69910 0.58424 0.013 -0.008 -0.032
H 1.20908 -1.01464 0.11064 -0.005 -0.019 0.021
C 6.27913 0.05719 -1.79984 0.073 0.033 0.046
C 5.31361 -1.01856 -1.97559 0.094 0.129 -0.032
N 4.55498 -1.86620 -2.12017 -0.098 -0.168 0.030
H 5.76915 1.01230 -1.69730 -0.035 0.055 -0.034
H 6.88125 -0.12829 -0.91190 0.029 0.014 -0.023
H 6.93763 0.10641 -2.66471 0.011 0.029 0.007
C 4.08486 5.32683 0.81285 0.062 0.024 0.005
C 3.07850 4.65198 0.00560 0.223 -0.005 0.111
N 2.29251 4.09907 -0.61765 -0.195 -0.027 -0.191
H 3.71386 5.46301 1.82734 0.011 -0.007 0.002
H 4.99861 4.73584 0.84217 0.003 0.008 -0.019
H 4.31157 6.30242 0.38672 0.015 0.006 0.029
C 6.95981 3.94532 4.00503 0.046 0.027 -0.072
C 7.36277 4.87679 2.95713 -0.013 -0.016 -0.015
N 7.67092 5.61352 2.13259 -0.059 0.015 -0.024
H 6.59624 4.49189 4.87057 -0.031 -0.013 0.011
H 6.16350 3.29681 3.64449 -0.014 -0.007 0.025
H 7.80954 3.33162 4.29840 -0.009 -0.009 0.006
C 5.44814 6.51186 -2.97873 -0.021 -0.006 -0.029
C 5.65986 5.07848 -2.82034 -0.022 0.121 0.021
N 5.82545 3.95256 -2.68897 0.037 -0.211 0.065
H 5.48355 7.00064 -2.00685 0.013 0.008 -0.006
H 6.22614 6.93193 -3.61304 -0.004 0.009 0.001
H 4.47697 6.69143 -3.43617 0.001 0.006 0.005
C 9.37510 -2.85290 -2.90284 0.006 0.001 0.000
C 9.64651 -1.71537 -2.03139 -0.051 -0.070 -0.052
N 9.84697 -0.81839 -1.34578 -0.005 0.076 0.063
H 9.77386 -2.65979 -3.89679 -0.003 -0.009 -0.002
H 9.84380 -3.74753 -2.49782 -0.005 -0.006 -0.008
H 8.30084 -3.01569 -2.97465 0.000 -0.005 -0.001
C 7.21634 3.36016 8.62071 0.004 0.001 -0.004
C 6.17834 3.29682 7.59860 0.104 -0.022 0.193
N 5.35671 3.24264 6.80187 -0.109 0.021 -0.161
H 8.00825 2.65098 8.38770 0.003 0.002 0.009
H 7.63555 4.36371 8.66044 0.005 -0.004 0.008
H 6.79166 3.11297 9.59159 0.005 0.001 0.002
```
Forces are in eV/Å.

Calculated values
**SMILES**: c1nnc(CCCCSc2nnco2)nn1.CC#N.CC#N.CC#N.CC#N.CC#N.CC#N.CC#N.CC#N.CC#N.CC#N
**HOMO**: -9.09 eV
**Electronic energy**: -2440.26665 Ha
**Frontier orbital gap**: 8.7 eV

---

[2]
Entry from the OMol25 dataset: a molecular structure, C36H26Br2F3FeN3O5SSb (ωB97M-V/def2-TZVPD).

XYZ file:
```
78
Properties=species:S:1:pos:R:3:forces:R:3
Fe 0.40808 -1.61169 -0.21820 0.240 0.020 0.494
O 1.38063 -0.41215 1.26969 0.001 0.014 -0.086
N 2.22844 -0.92278 2.13384 0.001 0.001 0.037
C 2.12486 -0.51502 3.41567 0.020 -0.016 0.086
C 2.98110 -0.96880 4.38144 0.052 0.040 0.003
C 3.96987 -1.88440 4.01600 -0.008 0.008 0.053
C 4.04755 -2.30886 2.71490 -0.054 0.014 -0.087
C 3.16100 -1.83604 1.72344 0.042 -0.100 -0.080
S 3.16634 -2.33420 0.09438 0.078 0.052 -0.185
H 1.31639 0.17793 3.59148 -0.046 -0.033 -0.046
H 2.86596 -0.62312 5.39798 -0.030 -0.016 -0.002
H 4.66130 -2.26810 4.75623 -0.007 -0.010 -0.005
H 4.78756 -3.02968 2.39763 0.003 0.004 -0.005
C 0.67379 -1.00683 -4.38093 -0.012 0.003 -0.120
C 0.29840 -1.53264 -3.01010 0.101 0.114 0.104
O -0.27720 -2.61666 -2.89194 -0.052 -0.133 0.047
O 0.66038 -0.78507 -2.03460 0.211 -0.009 -0.206
H 0.35231 -1.69985 -5.15559 0.001 0.019 -0.016
H 1.75593 -0.87243 -4.42140 -0.007 0.019 -0.009
H 0.21968 -0.02881 -4.54494 0.023 0.002 -0.006
Br -3.93072 -2.48732 6.11713 -0.050 -0.008 0.062
C -2.62575 -2.39084 4.70323 0.094 0.005 -0.083
C -1.46865 -3.14098 4.85860 0.248 -0.055 -0.229
N -0.47334 -3.10471 3.87899 -0.373 0.058 0.240
C -0.72339 -2.35069 2.82737 0.034 -0.085 0.071
C -1.86581 -1.57645 2.57970 -0.172 0.014 0.159
C -2.88522 -1.59449 3.62140 0.236 0.083 -0.199
C -2.02647 -0.70724 1.41646 0.104 0.077 -0.030
O -2.88279 0.19204 1.42699 -0.110 0.106 -0.042
O -1.26600 -0.87886 0.34892 -0.291 -0.230 0.168
H -1.29991 -3.76418 5.72410 0.006 -0.006 0.028
H 0.07576 -2.32838 2.09837 0.018 0.066 -0.021
H -3.77595 -0.99519 3.51944 -0.011 -0.010 0.021
F -0.57424 8.21068 0.91356 0.004 -0.030 -0.010
C -0.47396 6.87891 0.63565 0.005 0.029 0.033
C -1.48551 6.03553 1.04081 -0.029 -0.032 -0.007
C -1.37166 4.68197 0.74587 0.028 -0.038 -0.067
C -0.27888 4.16158 0.04567 -0.018 0.010 0.095
C 0.73108 5.05700 -0.30982 -0.056 -0.012 -0.003
C 0.64086 6.41825 -0.02702 0.047 -0.047 -0.033
Sb -0.15792 1.97738 -0.26306 -0.078 0.293 0.014
C -1.88835 1.95429 -1.54180 0.009 -0.149 -0.070
C -1.81582 1.58421 -2.88184 -0.027 0.028 0.059
C -2.96027 1.45772 -3.66265 0.038 -0.002 -0.011
C -4.18064 1.68751 -3.06802 -0.028 0.020 -0.043
F -5.31017 1.56948 -3.82416 0.021 -0.011 0.024
C -4.30410 2.01684 -1.73596 0.017 0.020 0.040
C -3.14862 2.14185 -0.97559 -0.006 -0.014 -0.057
C 1.30762 2.24542 -1.82887 0.001 0.035 -0.015
C 1.10910 3.06431 -2.93879 0.127 0.028 0.041
C 2.09863 3.22701 -3.90446 -0.090 0.002 0.012
C 3.29191 2.55843 -3.73159 0.034 -0.003 0.001
F 4.27259 2.72443 -4.66390 -0.030 -0.024 -0.003
C 3.53158 1.73352 -2.65383 0.007 -0.003 0.039
C 2.52886 1.58285 -1.70260 -0.094 -0.069 -0.036
H -2.33721 6.43258 1.57821 -0.003 -0.004 -0.008
H -2.16486 4.01948 1.07398 0.002 0.012 0.022
H 1.61322 4.69889 -0.82774 -0.019 -0.001 -0.018
H 1.42069 7.11103 -0.31786 -0.001 -0.002 0.013
H -0.85259 1.36755 -3.32471 -0.017 0.014 -0.010
H -2.91197 1.16945 -4.70516 0.006 -0.011 0.011
H -5.28556 2.12985 -1.29463 0.001 0.028 -0.011
H -3.25074 2.33202 0.08382 0.003 -0.085 0.023
H 0.17298 3.59970 -3.05196 -0.004 -0.007 -0.021
H 1.94990 3.85317 -4.77514 0.018 0.016 0.014
H 4.47413 1.20826 -2.57011 0.000 0.006 0.005
H 2.69055 0.90470 -0.87015 0.001 -0.005 -0.014
Br -0.85561 -8.34052 0.36970 -0.033 -0.080 0.020
C -0.47866 -6.48289 0.31904 0.044 -0.025 -0.047
C -1.26375 -5.64705 -0.44431 -0.110 0.199 -0.064
C -0.92944 -4.29937 -0.47534 0.033 -0.219 0.123
N 0.11352 -3.79972 0.19190 -0.215 0.013 -0.349
C 0.84268 -4.62298 0.93682 0.022 -0.101 0.148
C 0.58906 -5.98439 1.03090 0.120 0.138 0.091
H -2.10944 -6.01660 -1.00485 0.000 0.015 -0.003
H -1.49923 -3.60131 -1.06900 -0.020 0.064 -0.052
H 1.66567 -4.17654 1.47756 0.006 -0.025 -0.009
H 1.21041 -6.61799 1.64574 -0.008 0.016 0.018
```
Forces are in eV/Å.

Calculated values
**HOMO (alpha / beta)**: 0.94 / -2.58 eV
**Electronic energy**: -9277.76499 Ha
**Energy relative to the best compared isomer or geometry (same formula, charge and spin)**: 25.46 kcal per mole
**⟨S²⟩**: 8.776
**Frontier orbital gap (alpha / beta)**: 2.7 / 6.2 eV
**Spin multiplicity**: 6
**Total charge**: -2

---

[3]
Entry from the OMol25 dataset: 2 unconnected molecules or ions with the total composition C6H13NO2 in a non-equilibrium geometry (ωB97M-V/def2-TZVPD).

XYZ file:
```
22
Properties=species:S:1:pos:R:3:forces:R:3
C 1.31642 -0.15518 -0.21144 -1.349 0.566 -0.944
C 2.13225 0.14066 -1.44724 0.198 -0.126 -0.119
C 1.60976 0.77370 0.94468 -0.213 0.099 -0.067
C -0.43568 0.20329 -0.83249 4.004 0.906 -0.694
O -0.61733 -0.67005 -1.88551 -0.350 -0.016 0.611
O -0.72805 1.38980 -0.89930 -0.564 -0.833 0.477
H -1.16661 -0.18744 -2.52337 -0.037 -0.063 0.128
H 1.37360 -1.21125 0.06316 -0.092 -0.024 -0.011
H 3.20018 0.05265 -1.21870 -0.057 0.114 0.000
H 1.36862 1.80396 0.66686 -0.018 -0.100 -0.014
H 1.91653 -0.56488 -2.25039 -0.044 0.071 0.054
H 1.92763 1.15280 -1.80532 0.078 -0.053 0.053
H 1.03482 0.52065 1.83957 0.011 -0.006 -0.011
H 2.67148 0.74219 1.20923 -0.097 -0.101 -0.030
C -2.25546 0.15230 1.71949 -0.030 0.166 -0.045
C -1.76502 -0.75562 0.64826 1.351 -0.783 0.230
N -2.31749 -1.80545 0.24413 0.191 0.651 -0.182
H -1.80372 -2.24263 -0.52716 0.000 0.018 0.162
H -0.34384 -0.47230 0.28728 -3.104 -0.469 0.528
H -3.31900 -0.01264 1.90164 0.067 -0.021 -0.075
H -1.71199 -0.04535 2.64727 0.037 0.036 -0.088
H -2.08709 1.19080 1.42936 0.017 -0.031 0.036
```
Forces are in eV/Å.

Calculated values
**HOMO**: -8.18 eV
**Electronic energy**: -441.51863 Ha
**Energy relative to the best compared isomer or geometry (same formula, charge and spin)**: 101.26 kcal per mole
**Frontier orbital gap**: 9.0 eV

---

[4]
Entry from the OMol25 dataset: C3H8N2O in the gas phase (ωB97M-V/def2-TZVPD).

XYZ file:
```
14
Properties=species:S:1:pos:R:3:forces:R:3
C 0.21286 1.75296 0.36651 0.055 0.001 0.019
N 0.14329 0.31415 0.09295 -0.120 -0.136 -0.213
C 1.03814 -0.69433 0.69449 0.176 0.185 0.168
C -0.89935 -0.12820 -0.66566 0.058 0.054 0.047
O -1.76066 0.57839 -1.16245 0.308 -0.294 0.255
N -0.83736 -1.55880 -0.80681 -0.342 -0.143 -0.286
H -0.60362 2.23184 -0.18084 0.172 -0.213 0.084
H 0.07923 2.00182 1.42686 0.087 -0.309 -0.086
H 1.14993 2.20907 0.02413 -0.031 -0.320 0.065
H 1.11909 -1.58350 0.06504 0.042 0.569 0.074
H 2.03995 -0.29062 0.82886 -0.079 0.277 0.169
H 0.63975 -1.07166 1.64591 0.161 0.329 0.009
H -0.59754 -1.78535 -1.76579 -0.264 -0.076 0.017
H -1.72371 -1.97575 -0.56320 -0.222 0.076 -0.323
```
Forces are in eV/Å.

Calculated values
**SMILES**: CN(C)C(N)=O
**HOMO**: -9.23 eV
**Electronic energy**: -303.85991 Ha
**Energy relative to the best compared isomer or geometry (same formula, charge and spin)**: 20.22 kcal per mole
**Frontier orbital gap**: 10.1 eV

---

[5]
Entry from the OMol25 dataset: C6H7NO in the gas phase in a non-equilibrium geometry (ωB97M-V/def2-TZVPD).

XYZ file:
```
15
Properties=species:S:1:pos:R:3:forces:R:3
C 1.18299 0.90464 -0.92987 -1.701 -0.352 1.451
C 0.23452 -1.79544 0.31138 -1.036 0.273 1.597
C 0.39913 -0.63477 0.98376 2.858 -0.766 -0.190
C -0.54524 -1.46194 -0.87392 -0.518 -0.843 -2.349
C -0.11846 0.49534 0.13790 1.515 -0.235 -1.964
C -0.59134 1.80365 0.74829 2.052 2.309 -1.745
N 2.06208 1.19498 -1.61746 -0.315 -0.145 0.240
O -1.08800 -0.17012 -0.69411 0.416 1.152 1.275
H 0.33925 -2.86744 0.59137 0.737 1.195 -0.103
H 1.29312 -0.47499 1.63710 -1.459 -0.068 0.162
H 0.15135 -1.32620 -1.75117 -0.309 -0.618 0.462
H -1.30183 -2.24363 -1.13505 0.269 1.020 0.098
H -1.13518 1.70096 1.64306 -1.006 -0.470 0.864
H -1.17533 2.28913 -0.08352 0.331 -0.229 1.137
H 0.29295 2.58584 1.03225 -1.834 -2.222 -0.931
```
Forces are in eV/Å.

Calculated values
**SMILES**: C[C@@]1(C#N)C=CCO1
**HOMO**: -10.06 eV
**Electronic energy**: -362.72591 Ha
**Energy relative to the best compared isomer or geometry (same formula, charge and spin)**: 54.96 kcal per mole
**Frontier orbital gap**: 10.7 eV

---

What is the electronic energy in the second record? -9277.76499 Ha

---

The highest electronic energy belongs to which entry? C3H8N2O

---

Among the records above, which one has the highest electronic energy? C3H8N2O